1.
13
Properties=species:S:1:pos:R:3:forces:R:3 method="wB97M-V/def2-TZVPD" smiles="C/N=N/N=C(/Br)C#S(=O)[O-]" charge=-1 lumo_ev="1.91 / 2.01" orbital_gap_ha="0.2307 / 0.2403" e_above_lowest_ev=4.203 energy_ha=-3402.9159
C -2.5074 0.3617 -0.2641 1.72 -1.31 2.33
N -1.1070 0.4795 0.2346 0.62 -1.40 0.36
N -0.5895 1.6296 0.3632 -3.92 -0.95 -1.12
N 0.6024 1.8308 0.3839 3.53 1.72 0.95
C 1.5450 0.8081 0.2784 0.72 0.71 -0.40
Br 3.3367 1.6721 -0.0019 -0.96 -0.71 0.25
C 1.3179 -0.4640 0.2957 -0.62 0.04 -0.61
S 2.1820 -1.9340 -0.0650 -1.72 -2.62 1.29
O 2.0026 -2.8334 1.1496 0.76 1.49 -1.95
O 1.6540 -2.5509 -1.3173 0.74 0.92 1.04
H -3.1982 -0.1086 0.4731 0.68 0.02 -0.38
H -2.8038 1.3354 -0.3818 -1.20 2.37 -0.94
H -2.4347 -0.2263 -1.1483 -0.35 -0.28 -0.81

2.
58
Properties=species:S:1:pos:R:3:forces:R:3 method="wB97M-V/def2-TZVPD" lumo_ev=-2.74 orbital_gap_ha=0.2688 energy_ha=-2481.6251
C 3.0316 4.6655 4.0706 0.49 -0.63 -0.53
C 2.2711 3.4658 3.5091 -0.23 1.08 1.20
O 1.1197 3.2969 3.7974 0.32 -0.56 -0.64
O 2.9989 2.6256 2.7050 -0.35 0.62 -0.38
C 2.1883 1.8365 1.8594 -0.34 -0.91 -0.84
C 2.9598 1.5381 0.5444 0.79 -0.77 1.09
C 2.2442 0.4748 -0.2532 0.35 1.72 0.08
N 2.5433 -0.7913 0.0134 -0.23 0.00 -0.10
C 1.9572 -1.8505 -0.5873 1.13 -0.74 0.91
P 2.4938 -3.5899 -0.0551 -0.16 -1.96 -0.56
O 4.1348 -3.6123 -0.1526 -1.17 1.30 0.54
O 2.2449 -3.5154 1.5898 0.23 0.91 -1.02
C 1.0016 -1.6689 -1.5447 -0.28 0.83 0.07
O 0.3928 -2.6778 -2.1703 -0.13 0.00 0.12
C -0.5641 -3.4096 -1.3454 -1.15 -0.27 -0.17
C -1.6958 -2.5664 -0.7194 0.03 -0.68 1.01
C -1.5384 -2.5363 0.8397 0.06 0.75 -0.61
C -3.1088 -3.0967 -1.1443 -0.12 1.69 0.00
C -4.1187 -2.2851 -0.2870 0.59 -0.14 0.08
C -3.3152 -2.6394 -2.6130 0.53 -0.34 0.36
C 0.6640 -0.3122 -1.8447 0.26 -0.47 0.47
F -0.2494 -0.1202 -2.7313 -0.23 0.13 -0.41
C 1.2867 0.7674 -1.2035 -0.04 0.04 -0.99
C 0.8167 2.1719 -1.5920 -1.02 0.20 -0.29
O -0.3641 2.3629 -1.6766 0.54 -0.22 0.22
N 1.7127 3.2434 -1.8866 -0.27 -0.38 0.58
C 1.2892 4.3781 -1.0920 -0.37 0.35 1.47
O 1.2322 4.3568 0.1016 0.34 -0.03 -1.02
F 0.9360 5.4565 -1.7573 0.37 -0.67 -0.46
H 2.2868 5.4234 4.3142 0.20 -0.12 0.00
H 3.7740 5.0387 3.3549 -0.26 -0.01 0.12
H 3.5864 4.3736 4.9715 -0.25 0.01 -0.13
H 1.2353 2.3044 1.5909 0.16 0.14 0.44
H 1.9781 0.8636 2.3326 -0.08 0.30 0.05
H 3.9228 1.0986 0.8608 -0.12 0.24 -0.20
H 3.2059 2.4396 -0.0123 -0.28 -0.10 0.16
H 3.2430 -0.9584 0.7286 -0.13 -0.02 0.08
H 4.5006 -2.8309 0.2922 0.58 -0.33 0.00
H 1.2879 -3.3726 1.6880 0.07 -0.17 0.47
H -1.0394 -4.1267 -2.0233 0.50 0.13 -0.07
H -0.0363 -3.9826 -0.5696 0.07 0.17 -0.30
H -1.6787 -1.5112 -1.0299 0.16 -0.32 -0.31
H -1.8568 -1.5456 1.1879 -0.11 -0.37 0.18
H -2.1421 -3.2983 1.3402 0.35 0.01 -0.02
H -0.4720 -2.6072 1.1163 -0.28 -0.18 0.05
H -3.2139 -4.1793 -0.9934 0.20 0.14 -0.11
H -5.0951 -2.1845 -0.7675 0.10 -0.20 0.22
H -3.6963 -1.2754 -0.2202 -0.51 -0.04 -0.07
H -4.1988 -2.6499 0.7445 -0.27 -0.10 -0.30
H -2.3692 -2.7589 -3.1641 -0.36 -0.08 -0.18
H -3.5388 -1.5639 -2.5914 -0.09 -0.26 -0.11
H -4.1124 -3.1878 -3.1251 0.13 0.18 0.11
H 2.6807 3.0221 -1.6867 0.02 0.18 -0.21
F -4.3485 0.6516 -0.9458 0.03 0.27 0.05
Al -4.5775 2.3005 -0.5402 -0.04 0.58 0.03
F -6.0053 2.5242 0.3729 0.53 -0.22 -0.30
F -4.6721 3.2217 -1.9801 0.09 -0.38 0.46
F -3.2132 2.8030 0.3800 -0.37 -0.29 -0.31

3.
157
Properties=species:S:1:pos:R:3:forces:R:3 method="wB97M-V/def2-TZVPD" smiles="CC(=O)N(C)CCCCc1cc2c(c([PH2]=N)c1[PH2]=O)Sc1c([PH2]=N)c(C[C@H](C)O)c(P(O)Cl)c(S(=O)(=O)C(F)(F)C(F)(F)C(F)(F)F)c1N2P(O)O.CN(C)C=O.CN(C)C=O.CN(C)C=O.CN(C)C=O.CN(C)C=O.CN(C)C=O" lumo_ev=-1.12 orbital_gap_ha=0.2696 e_above_lowest_ev=0.000 energy_ha=-6946.7810
C 6.4829 -1.0142 2.4917 0.46 -0.63 -0.07
C 6.5143 -0.7079 1.0186 0.48 0.11 -0.09
O 6.9018 0.3653 0.6291 -0.11 0.11 -0.09
N 6.0032 -1.6522 0.0521 -0.45 0.18 0.68
C 6.4145 -3.0305 0.3088 0.01 0.04 -0.08
C 4.5285 -1.5348 0.1593 -0.01 -0.44 -1.15
C 3.8135 -1.7291 -1.1895 0.16 -0.39 0.94
C 2.3102 -1.8455 -0.8783 0.16 0.47 -1.53
C 1.4500 -1.2939 -2.0404 -0.39 0.03 0.00
C 0.1411 -0.6891 -1.5720 0.26 0.28 -0.06
C -1.0385 -1.3964 -1.7181 -0.12 -0.23 -0.08
C -2.2829 -0.8890 -1.3579 0.67 -0.73 0.21
C -2.3259 0.3811 -0.8145 -0.64 -0.15 0.24
C -1.1623 1.1082 -0.6247 0.67 0.99 -0.06
P -1.2594 2.7861 0.1284 -0.11 -0.03 1.13
N -1.5015 2.7152 1.6917 -0.13 0.07 -0.78
C 0.0884 0.5999 -1.0016 0.12 -0.92 0.10
P 1.6255 1.5548 -0.7896 -0.05 1.02 -0.94
O 1.6503 2.7927 -1.6189 0.00 0.00 0.20
S -3.8636 1.1491 -0.3905 0.02 -0.20 -0.39
C -4.9383 -0.2653 -0.2706 0.80 0.99 0.01
C -6.1190 -0.0724 0.4390 -0.80 -0.69 0.48
P -6.4395 1.5961 1.1504 0.42 1.13 -0.85
N -6.1601 2.7845 0.1566 0.03 -0.41 0.57
C -7.0296 -1.1422 0.5815 0.40 0.26 -0.28
C -8.3228 -0.9144 1.3356 0.17 0.51 0.11
C -8.1725 -0.7019 2.8635 -0.45 -0.75 0.10
C -7.1490 -1.5971 3.5633 0.14 0.47 0.42
O -9.4299 -0.9856 3.4851 0.07 0.04 0.09
C -6.6969 -2.3769 0.0049 -0.98 0.05 0.23
P -7.8790 -3.8301 0.1357 0.35 -0.88 -0.36
O -8.4103 -3.7751 1.6864 -0.18 0.31 -0.27
Cl -9.5167 -3.1541 -0.9453 0.22 0.20 0.38
C -5.4906 -2.5480 -0.6929 0.10 0.21 0.59
S -5.1464 -4.1831 -1.3801 -0.56 -0.22 -2.54
O -3.9022 -4.2813 -2.0876 0.41 0.19 1.05
O -6.2776 -4.5638 -2.1780 -0.33 0.11 0.69
C -4.9927 -5.5012 -0.0341 0.50 -0.16 0.51
F -4.0296 -6.3312 -0.4757 0.12 0.20 -0.13
F -6.0949 -6.2289 0.0724 -0.24 0.20 -0.02
C -4.5481 -5.0551 1.3849 0.31 -0.73 0.17
F -5.4290 -4.2292 1.9734 -0.13 0.28 -0.29
F -4.5030 -6.1757 2.1345 -0.03 -0.04 -0.01
C -3.1327 -4.4313 1.4907 -0.03 0.35 0.77
F -2.9786 -3.3862 0.6890 -0.02 -0.04 -0.24
F -2.9866 -4.0078 2.7523 0.01 0.00 -0.05
F -2.1852 -5.3243 1.2536 0.05 -0.13 -0.27
C -4.5914 -1.4777 -0.8619 -0.12 -1.28 0.14
N -3.4204 -1.7161 -1.6382 0.18 2.07 -0.66
P -3.9027 -1.4934 -3.3711 -1.59 -0.53 -0.34
O -2.9247 -2.5693 -4.1164 0.46 0.76 0.76
O -3.2859 -0.0375 -3.7360 0.42 -0.48 0.34
H 7.1781 -0.3405 2.9828 -0.24 0.17 0.10
H 5.4807 -0.8747 2.9031 0.21 0.07 -0.19
H 6.7980 -2.0300 2.7403 -0.06 -0.02 -0.21
H 5.9768 -3.6836 -0.4479 0.00 0.08 -0.05
H 6.0923 -3.3962 1.2919 0.03 -0.06 -0.02
H 7.4981 -3.1120 0.2221 -0.01 -0.02 0.06
H 4.1526 -2.3162 0.8306 -0.16 0.34 0.30
H 4.2446 -0.5380 0.5015 0.13 -0.08 0.36
H 4.0613 -0.9145 -1.8720 -0.05 0.04 0.02
H 4.1843 -2.6574 -1.6321 -0.06 0.08 -0.20
H 2.0739 -2.8988 -0.7658 -0.19 0.08 0.50
H 2.0543 -1.2918 0.0256 0.06 -0.28 0.19
H 1.2420 -2.0783 -2.7725 -0.05 -0.02 0.08
H 1.9784 -0.5236 -2.6061 0.15 -0.07 0.05
H -0.9878 -2.3869 -2.1571 0.00 -0.01 0.11
H -2.2825 3.4280 -0.5953 0.23 -0.08 -0.24
H -0.0557 3.4432 -0.1526 -0.20 -0.05 -0.66
H -0.7396 3.1842 2.1675 0.05 0.04 -0.32
H 2.7173 0.7496 -1.1507 -0.24 -0.32 0.50
H 1.7799 1.8082 0.5919 -0.08 -0.35 0.00
H -5.6477 1.6077 2.3220 -0.32 -0.29 0.11
H -7.7827 1.6270 1.5516 0.17 -0.49 0.15
H -5.4277 3.3679 0.5528 0.01 0.17 -0.36
H -9.0458 -1.7082 1.1926 0.22 -0.09 -0.02
H -8.7854 -0.0207 0.9040 -0.07 -0.03 0.07
H -7.9384 0.3325 3.1267 0.18 0.06 -0.35
H -6.2225 -1.7348 3.0030 -0.09 -0.07 -0.10
H -7.5956 -2.5444 3.8643 -0.02 -0.07 -0.20
H -6.8682 -1.1111 4.5008 0.02 -0.09 0.00
H -10.1397 -0.8885 2.8442 -0.02 0.09 0.00
H -7.6753 -3.6457 2.2990 -0.05 0.04 0.09
H -2.4804 -3.0898 -3.4324 -0.06 -0.31 -0.24
H -3.9790 0.5199 -4.1169 0.15 0.08 -0.24
C 4.5913 4.0015 5.0632 0.48 0.12 -0.21
N 4.9348 2.7937 4.3374 0.05 0.08 0.08
C 5.5593 2.8948 3.0282 -0.09 -0.16 0.11
C 4.6860 1.5776 4.8395 -0.12 -0.05 0.01
O 4.9314 0.5298 4.2567 -0.20 0.27 0.26
H 3.8910 4.5944 4.4777 -0.06 0.07 0.11
H 5.4928 4.5915 5.2535 -0.02 0.01 -0.04
H 4.1279 3.7464 6.0061 -0.08 -0.02 0.03
H 4.9362 2.4057 2.2773 0.06 0.01 -0.06
H 6.5296 2.3977 3.0334 0.00 0.00 -0.09
H 5.6888 3.9420 2.7669 -0.02 0.02 0.04
H 4.2261 1.6039 5.8386 -0.01 0.03 -0.02
C -1.2588 2.0667 4.4380 0.15 0.06 0.46
N -0.0435 2.1886 5.2251 -0.07 -0.02 0.04
C 0.2010 1.2471 6.3048 0.18 0.17 -0.05
C 0.8686 3.1434 4.9881 -0.05 -0.12 -0.01
O 1.9073 3.2891 5.6127 -0.24 -0.10 0.04
H -2.1322 2.1718 5.0847 -0.06 -0.01 0.02
H -1.2925 1.0915 3.9504 -0.05 0.10 -0.11
H -1.2932 2.8386 3.6731 -0.16 -0.33 0.66
H 0.2961 1.7814 7.2508 0.01 -0.06 0.04
H 1.1306 0.7062 6.1238 -0.01 -0.05 0.06
H -0.6234 0.5416 6.3665 -0.03 0.02 -0.05
H 0.5950 3.8038 4.1482 -0.03 0.03 0.00
C 0.9485 6.9060 -4.6398 0.10 -0.04 0.21
N 0.5517 6.5032 -3.3066 -0.01 0.07 -0.11
C 1.5589 6.4145 -2.2607 -0.16 -0.13 0.10
C -0.7214 6.2008 -2.9988 0.02 -0.06 -0.08
O -1.0995 5.8602 -1.8934 -0.06 -0.10 0.17
H 1.6850 6.2052 -5.0380 0.00 0.04 -0.08
H 1.3885 7.9052 -4.6141 0.01 0.00 -0.09
H 0.0833 6.9195 -5.2995 -0.03 -0.01 0.02
H 1.5984 5.3957 -1.8707 0.06 0.01 0.00
H 1.3035 7.0879 -1.4414 0.06 0.00 0.01
H 2.5302 6.6867 -2.6661 -0.02 0.02 -0.05
H -1.4099 6.2837 -3.8566 0.01 0.02 0.00
C 1.2691 -6.9569 1.4197 0.26 0.07 -0.01
N 2.0042 -5.7077 1.4753 -0.09 -0.12 -0.04
C 3.4549 -5.7328 1.3877 -0.09 0.17 0.03
C 1.3914 -4.5159 1.6067 0.03 0.00 0.07
O 1.9740 -3.4489 1.6562 0.02 -0.02 0.08
H 1.5730 -7.6064 2.2428 -0.07 -0.06 -0.02
H 1.4678 -7.4667 0.4750 -0.06 -0.06 0.02
H 0.2020 -6.7666 1.4983 -0.04 0.05 0.01
H 3.8902 -5.2902 2.2846 0.06 -0.01 -0.03
H 3.7872 -5.1507 0.5265 0.07 -0.02 0.02
H 3.7973 -6.7593 1.2857 -0.04 -0.02 0.00
H 0.2951 -4.5922 1.6644 -0.04 -0.04 0.01
C -1.4309 -0.5171 -8.8471 0.01 -0.03 0.23
N -2.0356 -0.0811 -7.6053 0.09 0.06 -0.14
C -1.6295 -0.7012 -6.3524 -0.16 0.23 -0.13
C -2.9712 0.8835 -7.5615 -0.07 -0.01 -0.03
O -3.5162 1.2775 -6.5447 -0.01 -0.05 0.05
H -1.6253 -1.5799 -9.0044 0.04 0.01 -0.08
H -0.3513 -0.3561 -8.8144 0.01 -0.03 -0.09
H -1.8447 0.0435 -9.6829 -0.02 0.02 0.02
H -2.4978 -1.1472 -5.8795 0.17 -0.06 0.01
H -1.2275 0.0594 -5.6819 -0.01 -0.08 0.09
H -0.8771 -1.4641 -6.5379 -0.02 0.00 -0.09
H -3.2167 1.2962 -8.5544 0.02 0.00 0.00
C 7.5301 2.8362 -1.5587 0.32 0.08 0.06
N 8.1987 4.1220 -1.4525 -0.14 -0.09 -0.04
C 9.6487 4.1632 -1.3939 -0.10 0.16 0.01
C 7.5202 5.2826 -1.4053 -0.05 0.06 0.00
O 8.0310 6.3836 -1.3153 0.05 -0.02 0.00
H 7.7787 2.2122 -0.7015 -0.11 -0.10 -0.04
H 7.8478 2.3299 -2.4730 -0.08 -0.07 0.01
H 6.4513 2.9747 -1.5893 0.00 0.05 0.01
H 9.9715 4.6374 -0.4664 0.07 -0.01 -0.02
H 10.0396 4.7482 -2.2274 0.07 -0.01 0.03
H 10.0436 3.1516 -1.4417 -0.05 -0.02 0.00
H 6.4262 5.1452 -1.4559 0.00 -0.04 0.00